Entry from OMol25: a molecular structure, C10H21HfN5O3 in a non-equilibrium geometry (ωB97M-V/def2-TZVPD).

Geometry as XYZ:
```
40
Properties=species:S:1:pos:R:3:lowdin_charge:R:1
Hf 0.38 -0.44 -0.48 1.81
C -1.32 2.33 -1.30 -0.14
C 0.18 2.62 -1.53 -0.14
N 0.99 1.81 -0.60 -0.16
C 1.02 2.35 0.79 -0.13
C 1.20 1.23 1.82 -0.13
N 0.21 0.11 1.63 -0.15
C -1.21 0.44 1.95 -0.15
C -1.96 1.26 0.87 -0.15
N -1.53 1.04 -0.55 -0.14
H -1.82 2.27 -2.26 0.13
H -1.79 3.15 -0.76 0.13
H 0.37 3.68 -1.42 0.14
H 0.46 2.34 -2.55 0.13
H 1.95 1.79 -0.93 0.13
H 0.11 2.90 0.98 0.12
H 1.85 3.05 0.92 0.15
H 1.13 1.64 2.82 0.15
H 2.19 0.79 1.71 0.13
H 0.49 -0.63 2.26 0.16
H -1.26 1.01 2.88 0.14
H -1.72 -0.50 2.12 0.12
H -1.87 2.32 1.10 0.11
H -3.02 1.03 0.98 0.14
H -2.30 0.58 -1.02 0.11
N -1.68 -1.88 -0.27 -0.04
C -1.38 -2.94 -1.30 -0.12
C 0.03 -3.45 -1.00 -0.52
O 0.32 -4.61 -0.94 0.16
N 0.89 -2.39 -0.76 -0.16
C 2.28 -2.74 -0.46 -0.09
C 3.07 -1.47 -0.21 -0.51
O 4.21 -1.42 0.10 0.19
O 2.30 -0.35 -0.37 -0.23
H -1.71 -2.39 0.61 0.11
H -2.65 -1.60 -0.42 0.11
H -1.42 -2.50 -2.30 0.13
H -2.08 -3.78 -1.26 0.14
H 2.75 -3.31 -1.26 0.16
H 2.34 -3.38 0.43 0.15
```

Results
E: -940.7298 Eh
Gap between HOMO and LUMO: 0.31139 Ha
LUMO: -7.93 eV
Highest occupied orbital energy: -16.40 eV
Charge: +2